i:
A gas-phase ion, C5H13N2S (charge +1). Source: OMol25; level of theory: ωB97M-V/def2-TZVPD.

Structure (XYZ):
```
21
Properties=species:S:1:pos:R:3:nbo_charge:R:1
C -2.4889 -0.6643 0.8379 -0.6146
C -1.6086 -0.5918 -0.4199 -0.2107
N -0.6023 0.4092 -0.1473 -0.6249
S -1.0198 2.0643 -0.1214 0.1602
C 0.8475 0.3772 -0.8076 0.1249
C 1.6674 -0.9088 -0.4302 -0.4310
C 2.4922 -0.0713 0.5705 -0.2108
N 1.6585 1.0813 0.2122 -0.5397
H -1.8251 -1.0958 1.5613 0.2193
H -2.7623 0.3507 1.1985 0.2178
H -3.4388 -1.0373 0.6026 0.2388
H -0.8278 -1.4226 -0.5483 0.2025
H -2.2076 -0.3842 -1.3078 0.2021
H -1.1436 2.5322 1.1528 0.1355
H 0.7185 0.7782 -1.7894 0.2387
H 2.2651 -1.3904 -1.2199 0.2575
H 1.0570 -1.7419 -0.0664 0.2500
H 2.6859 -0.2336 1.5380 0.2369
H 3.4175 0.0872 0.1649 0.2191
H 0.8358 1.3045 0.8004 0.4757
H 2.2129 1.8583 -0.1875 0.4528
```

The net charge is +1. The spin multiplicity is 1. Its gap between HOMO and LUMO is 10.17 eV. As for the structure (SMILES): CCN(S)[C@@H]1CC[NH2+]1.


ii:
A molecular structure, C5H13N2S. Source: OMol25; level of theory: ωB97M-V/def2-TZVPD.

Structure (XYZ):
```
21
Properties=species:S:1:pos:R:3:nbo_charge:R:1
C 0.3112 1.4508 0.3657 -0.2901
C -0.8299 1.3686 -0.6792 -0.2258
C -0.2864 -0.8430 -0.4566 -0.0917
C -2.4324 -0.2581 0.6033 -0.3937
C 3.4973 -0.6236 0.5508 -0.7594
N 1.0964 0.2791 0.2566 -0.5543
N -1.4656 0.0101 -0.4848 -0.3711
S 2.5472 0.1890 -0.7388 0.4062
H 0.8185 2.4221 0.1774 0.2534
H 0.0520 1.5794 1.3756 0.2226
H -1.5109 2.2101 -0.7440 0.2473
H -0.5075 1.2772 -1.7071 0.2217
H 0.0590 -0.9291 -1.4338 0.2210
H -0.3944 -1.6954 0.2250 0.2410
H -1.9950 -0.2408 1.5188 0.2320
H -3.2956 0.2572 0.4535 0.2329
H -2.7132 -1.2919 0.3996 0.2230
H 3.6130 -1.6681 0.1940 0.2305
H 2.8931 -0.4511 1.4578 0.2614
H 4.5278 -0.1834 0.5433 0.2465
H -2.0540 -0.2390 -1.2990 0.4464
```

The net charge is +1. The spin multiplicity is 1. Its gap between HOMO and LUMO is 8.94 eV.


Stability verdict: i, ahead by 0.0038 hartree


i:
A single C3H6ClFO molecule. Source: OMol25; level of theory: ωB97M-V/def2-TZVPD.

Structure (XYZ):
```
12
Properties=species:S:1:pos:R:3:nbo_charge:R:1
C 1.0570 -0.6966 1.3053 -0.2447
O 0.1208 -0.7009 0.3446 -0.5294
C -0.5687 0.5092 0.0221 -0.1183
C -1.0162 0.3624 -1.3929 0.2477
F -1.7894 -0.7296 -1.3899 -0.3166
Cl 0.4233 0.2495 -2.5213 -0.1081
H 0.8612 -0.2214 2.3046 0.1642
H 2.0691 -0.2393 0.9826 0.1511
H 1.3774 -1.7280 1.5068 0.1967
H 0.2137 1.2402 -0.0604 0.1885
H -1.3610 0.7707 0.7165 0.1978
H -1.3873 1.1838 -1.8179 0.1712
```

The net charge is 0. The spin multiplicity is 1. Its gap between HOMO and LUMO is 11.03 eV. As for the structure (SMILES): COC[C@H](F)Cl.


ii:
A single C3H6ClFO molecule. Source: OMol25; level of theory: ωB97M-V/def2-TZVPD.

Structure (XYZ):
```
12
Properties=species:S:1:pos:R:3:nbo_charge:R:1
C -1.3923 0.7254 1.1361 -0.6520
C -0.8751 -0.4532 0.2559 0.0503
O -1.7864 -0.9232 -0.6826 -0.7080
C 0.3443 -0.0163 -0.5745 0.1906
F 0.1812 1.3495 -0.8883 -0.3537
Cl 1.8541 -0.3606 0.3175 -0.0492
H -2.4480 0.7151 1.2819 0.2175
H -0.8694 0.7563 2.0834 0.2184
H -1.2607 1.6581 0.5845 0.2357
H -0.6268 -1.2841 0.9001 0.1721
H -2.4194 -1.4650 -0.1727 0.4744
H 0.3025 -0.5451 -1.5235 0.2039
```

The net charge is 0. The spin multiplicity is 1. Its gap between HOMO and LUMO is 11.35 eV. As for the structure (SMILES): C[C@@H](O)[C@@H](F)Cl.


Stability verdict: ii, ahead by 0.0389 hartree


i:
2 unconnected molecules or ions with the total composition C2H3Cl2NO2. Source: OMol25; level of theory: ωB97M-V/def2-TZVPD.

Structure (XYZ):
```
10
Properties=species:S:1:pos:R:3:nbo_charge:R:1
C 0.0665 -0.8212 0.9123 -0.7091
C 0.8486 -0.0468 -0.1515 -0.0481
N -1.1013 0.9224 -0.9575 0.4995
O -2.0109 0.8730 -0.1777 -0.3546
O -0.8850 1.5419 -1.9445 -0.3231
Cl 1.8246 1.2526 0.3600 0.0908
Cl 1.4304 -0.8093 -1.5761 0.0861
H 0.6069 -0.9565 1.8178 0.2331
H -0.7686 -0.1210 0.9978 0.2814
H -0.0111 -1.8350 0.7193 0.2439
```

The net charge is 0. The spin multiplicity is 1. Its gap between HOMO and LUMO (alpha / beta) is 7.66 / 8.61 eV.


ii:
2 unconnected molecules or ions with the total composition C2H3Cl2NO2. Source: OMol25; level of theory: ωB97M-V/def2-TZVPD.

Structure (XYZ):
```
10
Properties=species:S:1:pos:R:3:nbo_charge:R:1
C -1.2839 -1.4353 -0.2867 -0.3229
C -1.4169 -0.1704 0.1047 -0.0161
Cl -2.8094 0.6002 0.7486 0.0779
N -0.3045 0.7360 -0.3068 0.5181
O 0.5887 0.1867 -0.8669 -0.3756
O -0.4031 1.9046 -0.1247 -0.3384
H -1.9413 -2.2808 -0.1767 0.2235
H -0.4233 -1.8290 -0.6705 0.2342
Cl 3.4211 0.9489 0.5485 -0.2689
H 4.5727 1.3391 1.0305 0.2683
```

The net charge is 0. The spin multiplicity is 1. Its gap between HOMO and LUMO is 10.11 eV. As for the structure (SMILES): C=C(Cl)[N+](=O)[O-].Cl.


iii:
3 unconnected molecules or ions with the total composition C2H3Cl2NO2. Source: OMol25; level of theory: ωB97M-V/def2-TZVPD.

Structure (XYZ):
```
10
Properties=species:S:1:pos:R:3:nbo_charge:R:1
H 1.4430 0.7587 0.7153 0.3488
N 1.3822 1.7677 0.4387 -0.5854
C 0.8867 1.8147 -0.7294 0.1384
Cl -0.0789 0.5002 -1.4568 -0.0890
H 0.9204 2.6091 -1.3954 0.1853
O -2.6924 -2.2171 -0.0559 -0.5063
C -2.6426 -1.1671 0.3513 1.0154
O -2.5250 -0.1734 0.8725 -0.5095
Cl 1.9011 -2.2258 0.1414 -0.2409
H 1.4054 -1.6670 1.1182 0.2432
```

The net charge is 0. The spin multiplicity is 1. Its gap between HOMO and LUMO is 11.26 eV. As for the structure (SMILES): [H]/N=C\Cl.O=C=O.Cl.


Stability verdict: iii, ahead by 0.1458 hartree


i:
15 unconnected molecules or ions with the total composition C5H41N2O14. Source: OMol25; level of theory: ωB97M-V/def2-TZVPD.

Structure (XYZ):
```
62
Properties=species:S:1:pos:R:3:nbo_charge:R:1
C 0.2194 -3.1875 2.3112 -0.6149
C 0.4387 -3.0116 0.7840 -0.4306
C 1.2397 -1.8129 0.5248 -0.4424
C 0.2922 -0.5343 0.3276 0.2746
C -0.1250 -0.0584 -0.8853 -0.3033
N -1.2271 0.8861 -1.0680 -0.7708
N -0.3364 -0.1707 1.4852 -0.8384
H -0.2244 -4.1181 2.5856 0.2184
H -0.5647 -2.3744 2.5644 0.1955
H 1.0791 -3.1165 2.9652 0.2038
H 1.2112 -3.7040 0.3266 0.2279
H -0.5018 -3.3436 0.1991 0.2017
H 1.8868 -1.8125 -0.2468 0.2333
H 1.9334 -1.5146 1.4755 0.2572
H 0.4143 -0.4176 -1.8195 0.2475
H -2.2028 0.5991 -0.9070 0.4589
H -1.0370 1.7648 -0.5139 0.4566
H -1.3018 1.0680 -2.1309 0.4732
H -0.7373 0.6992 1.8144 0.4351
H 0.0001 -0.5652 2.3256 0.3697
H -2.0727 -3.7946 -0.7757 0.4868
H -2.6226 -4.0753 0.4494 0.4740
O -2.8061 -3.5926 -0.2864 -0.9180
H 1.3670 -1.0513 3.8596 0.4943
H 2.8605 -1.3401 3.4588 0.4922
O 2.1108 -0.8168 3.1649 -0.9592
H 1.2968 -0.2669 -3.6317 0.4908
H 1.7794 1.0223 -3.0469 0.5083
O 1.3753 0.6349 -3.8121 -0.9647
H -3.9806 2.1890 0.6464 0.4881
H -3.7762 0.6236 0.6691 0.5119
O -3.3507 1.4542 0.6660 -0.9940
H 0.3914 -2.5848 -2.6164 0.4923
H 1.7025 -2.9080 -3.2942 0.4813
O 1.2914 -2.2348 -2.8010 -0.9880
H -0.8874 1.9232 4.2242 0.4872
H -1.8506 2.6005 3.1540 0.4955
O -0.9795 2.0461 3.2877 -0.9694
H 0.3537 2.8801 1.3355 0.5021
H -1.1234 2.9505 0.9259 0.4861
O -0.2409 2.6276 0.7317 -0.9486
H -3.3877 -2.0322 -0.3572 0.5131
H -4.2138 -1.1744 -1.3090 0.4756
O -3.6427 -1.0926 -0.5218 -1.0142
H 0.0716 3.1502 -1.9258 0.4695
H 0.8837 3.7275 -0.6963 0.4795
O 0.7341 3.8622 -1.6427 -0.9555
H -1.4701 1.7970 -4.5066 0.4846
H 0.0248 1.5652 -3.8987 0.5200
O -0.9028 1.9736 -3.7809 -1.0233
H 3.4941 0.8758 2.9145 0.4766
H 2.4392 1.5899 3.5585 0.4714
O 3.2629 1.7634 3.1284 -0.9397
H 2.8151 2.6868 -2.1750 0.4740
H 2.3594 2.5301 -0.9211 0.4970
O 2.4451 1.9543 -1.7456 -0.9909
H 2.8827 4.0615 0.8748 0.5092
H 2.8172 2.5981 1.0708 0.5198
O 2.4398 3.2894 0.4379 -0.9827
H -1.0088 -1.8956 -1.7203 0.4967
H -2.0525 -2.1923 -2.8892 0.5025
O -1.2866 -2.6001 -2.3209 -0.9852
```

The net charge is +1. The spin multiplicity is 1. Its gap between HOMO and LUMO is 8.37 eV.


ii:
A molecular structure, C5H41N2O14. Source: OMol25; level of theory: ωB97M-V/def2-TZVPD.

Structure (XYZ):
```
62
Properties=species:S:1:pos:R:3:nbo_charge:R:1
C 1.0734 -3.6321 1.8378 -0.6627
C 0.5762 -3.3575 0.4245 -0.5429
C 0.9106 -1.9310 -0.0175 -0.4571
C -0.1653 -0.8774 0.1172 0.2992
C -0.7629 -0.3187 -0.9452 -0.2505
N -1.6744 0.8164 -0.9218 -0.7371
N -0.3477 -0.4454 1.4059 -0.8603
H 0.5740 -4.4887 2.2831 0.2235
H 1.1161 -2.8528 2.6028 0.2323
H 2.1356 -3.9039 1.8252 0.2395
H 1.0278 -4.0916 -0.2390 0.2490
H -0.4999 -3.5398 0.3606 0.1971
H 1.3347 -1.8388 -1.0190 0.2501
H 1.7167 -1.5437 0.6123 0.2281
H -0.6586 -0.8546 -1.8720 0.2380
H -2.6512 0.5004 -0.9928 0.4347
H -1.6487 1.3414 -0.0381 0.4486
H -1.3461 1.4537 -1.6864 0.4814
H -0.9458 0.3219 1.6385 0.3631
H 0.3561 -0.5940 2.1093 0.4316
H -1.1763 -4.0004 0.5006 0.4810
H -0.5432 -2.8774 1.2372 0.5387
O -1.4224 -3.2752 1.0913 -0.8943
H 1.2845 0.6355 3.5474 0.4824
H 1.4440 -0.2746 4.7536 0.4869
O 1.4508 -0.2850 3.7873 -0.9569
H 1.4014 -0.1876 -3.8902 0.5064
H 2.1702 1.1035 -3.5352 0.5080
O 1.4288 0.7741 -4.0758 -1.0033
H -3.9502 2.3085 1.1456 0.5035
H -3.8130 0.8188 1.6707 0.4937
O -3.3368 1.6205 1.4211 -0.9839
H -0.2856 -2.2030 -3.4370 0.4987
H -0.1160 -1.6655 -4.8575 0.4750
O 0.3830 -1.8066 -4.0440 -0.9842
H -1.5546 1.5765 4.4993 0.5016
H -1.9292 1.3057 2.9490 0.4852
O -1.2607 1.4192 3.6016 -0.9867
H -0.3872 2.3981 1.5623 0.5137
H -1.3973 3.6138 1.4899 0.4990
O -0.8386 3.0299 0.9815 -0.9893
H -2.4896 -2.3406 0.0700 0.5009
H -3.8456 -1.6980 0.2809 0.4858
O -3.1206 -1.7037 -0.3591 -1.0158
H 0.9328 3.7178 -1.8103 0.4985
H 0.2763 3.1691 -0.4725 0.5035
O 1.1082 3.3435 -0.9391 -0.9942
H -1.1685 2.4751 -3.8712 0.4941
H -0.0895 1.3698 -3.5529 0.5295
O -0.7524 1.9949 -3.1489 -1.0169
H 3.2477 1.0595 1.8361 0.4656
H 4.6948 0.9564 1.3435 0.4664
O 4.1334 0.7862 2.1102 -0.9317
H 3.7286 1.8829 -1.9042 0.4887
H 2.1709 1.9070 -1.4117 0.5131
O 2.8573 1.5004 -1.9765 -0.9977
H 2.1476 3.1000 1.2408 0.4977
H 1.5172 3.6469 2.5628 0.4901
O 1.6460 2.8587 2.0273 -0.9809
H -1.9175 -2.3837 -1.6355 0.4958
H -2.4447 -2.7139 -3.0356 0.4915
O -1.6490 -2.7539 -2.4862 -0.9647
```

The net charge is +1. The spin multiplicity is 1. Its gap between HOMO and LUMO is 8.60 eV.


Stability verdict: i, ahead by 0.1069 hartree